ORCA calculation (ωB97M-V with the def2-TZVPD basis set) on 13 unconnected molecules or ions with the total composition C59H153N9O22 in a non-equilibrium geometry.

Geometry as XYZ:
```
243
Properties=species:S:1:pos:R:3:forces:R:3:mulliken_charge:R:1
C -0.664376 3.909405 2.535800 -0.54 -0.21 -1.20 -0.8191
O -0.523741 3.367770 1.213326 -0.93 -1.60 1.69 0.7024
C 0.328384 4.036644 0.384675 1.20 0.99 -1.01 0.1407
C -0.444095 5.197497 -0.228217 1.75 1.89 -1.17 -0.7815
N 0.523991 6.078989 -1.040880 -1.35 0.03 0.49 -0.1733
C 1.125874 7.157270 -0.223842 0.88 -0.42 -1.57 -0.5508
C 2.068493 7.988071 -1.100480 -0.41 -0.77 -1.49 -0.3488
O 1.350423 8.718439 -2.137535 0.07 -1.14 1.83 -0.3316
C 2.109106 9.213246 -3.184788 0.65 0.93 -0.39 -0.7286
H 0.113471 3.548502 3.200860 0.47 0.28 0.04 0.0895
H -1.602486 3.510874 2.911715 -0.13 0.34 0.08 0.0235
H -0.731231 4.994488 2.434669 0.20 -0.01 0.59 0.5805
H 0.720556 3.342371 -0.396429 -0.44 0.40 0.38 -0.2535
H 1.230977 4.400611 0.925071 -0.35 0.03 -0.23 -0.0420
H -0.904297 5.805612 0.588063 0.05 -0.42 -0.62 0.1885
H -1.195819 4.874321 -0.944281 -0.19 -0.30 0.30 0.3672
H 0.037006 6.482293 -1.880712 0.64 -0.39 1.41 0.3052
H 1.814518 6.748010 0.500562 0.21 -0.68 0.33 0.2777
H 0.443776 7.726924 0.376911 -0.81 0.69 -0.01 0.4642
H 2.761031 7.270573 -1.594002 -0.45 0.17 0.05 -0.0689
H 2.729093 8.590342 -0.503573 -0.01 0.97 0.35 0.4787
H 2.911314 9.889443 -2.855167 -0.28 0.34 0.29 0.3143
H 1.379683 9.787021 -3.783423 0.67 -0.37 -0.15 0.2379
H 2.701453 8.487488 -3.765210 -0.75 -0.42 -0.06 0.2694
C 4.671496 -0.376582 1.246343 1.34 -0.62 -1.16 -0.7644
O 3.889873 0.788559 1.182697 0.09 -0.82 0.21 0.1401
C 3.388807 1.052988 2.463528 -0.16 0.72 0.31 0.6113
C 2.842570 2.464384 2.412123 -1.34 -0.19 1.50 0.0997
N 3.744513 3.450915 1.964867 0.91 0.72 -0.61 0.3968
C 4.847921 3.760211 2.852572 -0.07 0.06 0.31 -0.4705
C 5.513729 5.054907 2.331432 0.19 1.30 2.18 -0.5241
O 6.194467 4.872912 1.146990 0.38 -1.26 -0.59 -0.2071
C 7.203897 5.803369 0.857420 -1.97 1.04 -1.54 -0.9556
H 5.587842 -0.209939 1.824876 -0.22 0.06 0.51 0.2937
H 5.087692 -0.544178 0.248616 -0.37 -0.18 -0.13 0.1531
H 4.192968 -1.321631 1.586098 -0.25 0.76 -0.03 -0.0448
H 4.194054 0.978052 3.209906 -0.05 -0.09 -0.03 1.0181
H 2.606156 0.338868 2.717848 0.01 -0.05 0.04 -1.3137
H 2.422583 2.777836 3.417772 0.51 -0.44 -0.82 0.5282
H 1.991682 2.488783 1.744598 -0.38 -0.23 -0.27 -1.2892
H 4.114299 3.177760 1.063881 -0.01 0.04 -0.21 -0.1669
H 5.542987 2.871584 3.050117 -0.39 1.29 -0.45 0.2433
H 4.358304 3.983399 3.822178 0.50 0.10 -0.24 0.3757
H 6.230609 5.490612 3.118578 -0.84 -0.73 -0.75 0.4460
H 4.722613 5.857293 2.183287 0.52 -0.92 0.26 0.1794
H 6.798259 6.821715 1.005706 0.16 -0.11 -0.11 0.3761
H 7.366891 5.677094 -0.228246 0.46 0.13 0.62 0.2246
H 8.079439 5.740201 1.444920 1.09 -0.57 0.70 0.3585
C 3.294062 -4.278678 3.205829 -0.03 0.82 -1.52 -1.0641
O 2.636246 -3.113059 3.594629 -0.39 1.28 0.43 0.3160
C 3.171446 -2.606341 4.852314 -0.77 -0.39 -1.87 -1.2434
C 2.463503 -1.307505 5.153254 -0.49 -0.19 1.05 0.0381
N 1.255306 -1.626421 5.931451 -1.01 0.42 -0.52 -0.4737
C 0.109238 -2.161273 5.119400 1.22 -0.58 0.41 1.3865
C -1.180730 -2.127248 5.850723 0.52 0.33 1.55 -1.6932
O -1.557930 -0.789407 6.052181 -0.22 0.79 0.38 0.2385
C -2.490539 -0.786036 7.078531 -1.15 0.19 1.95 -1.0015
H 4.358154 -4.104746 3.236898 0.67 -0.35 0.42 0.4789
H 3.080858 -4.410276 2.132635 -0.28 -0.40 0.47 0.0354
H 2.939782 -5.070720 3.821983 0.13 -1.17 0.30 0.3552
H 4.210937 -2.412693 4.629886 0.65 -0.19 0.46 0.5529
H 2.969668 -3.419801 5.574121 0.49 0.78 0.27 0.3990
H 2.250566 -0.715627 4.220720 0.33 -0.68 0.78 -0.0114
H 3.080412 -0.701666 5.858693 -0.19 -0.32 -0.72 0.5081
H 0.972940 -0.739170 6.346036 -0.43 -0.33 -0.03 0.2523
H 0.245255 -3.222040 4.899653 0.54 -0.12 0.06 0.2524
H 0.040418 -1.686632 4.153272 -0.29 0.48 -0.26 -1.0883
H -1.091163 -2.588208 6.888590 0.11 0.06 -1.28 0.5106
H -1.986362 -2.581823 5.306058 -0.22 -0.85 -0.37 0.5284
H -3.325763 -1.493999 6.936048 0.14 0.19 -0.36 0.4217
H -2.939329 0.194531 7.296825 0.35 -0.13 -0.64 0.0185
H -2.072191 -1.111919 8.054625 0.31 0.09 -0.40 0.3897
C 3.941537 -3.604373 -7.004349 -1.53 -0.66 -0.55 -0.7495
O 4.005769 -2.596204 -6.055730 0.77 0.32 0.85 -0.4805
C 3.354410 -2.840994 -4.808077 -0.52 0.22 -0.77 0.7632
C 3.863077 -4.067243 -4.007456 0.14 1.55 -0.73 -0.5156
N 5.291218 -3.995169 -3.688912 -0.17 0.37 -1.41 -0.2052
C 5.511871 -3.029211 -2.666288 0.32 -0.25 2.54 -0.0147
C 6.983407 -2.869837 -2.338231 0.88 1.67 -1.03 -0.7529
O 7.078835 -1.805605 -1.378543 0.13 -0.72 -0.06 -0.0856
C 8.395059 -1.560042 -0.866991 -0.39 -0.46 -1.98 -0.8032
H 2.884127 -3.747515 -7.321505 0.19 -0.45 0.49 0.2544
H 4.392969 -4.577456 -6.726459 -0.14 0.48 0.04 0.2754
H 4.355133 -3.244378 -7.926275 0.87 0.26 -0.26 0.3427
H 2.262091 -2.782153 -4.983914 0.08 -0.98 -0.08 0.2975
H 3.435657 -1.907168 -4.263817 0.76 0.11 0.41 -0.6283
H 3.615102 -5.002585 -4.458746 -0.05 -0.62 -0.61 0.5107
H 3.287790 -4.016645 -3.110371 -0.11 -0.19 0.99 -0.0291
H 5.809585 -3.690695 -4.520191 -0.35 -0.27 0.08 0.3828
H 5.078315 -3.530906 -1.762593 0.09 0.80 -0.30 0.0835
H 5.086170 -2.004778 -2.704391 -0.11 -0.47 -0.60 -0.0277
H 7.622609 -2.561471 -3.248097 -0.95 -0.45 0.92 0.3516
H 7.390011 -3.798037 -1.980606 0.30 -0.52 0.43 0.3319
H 8.702246 -2.372971 -0.180906 0.06 0.58 -0.20 0.2984
H 8.277563 -0.581720 -0.432173 0.46 0.15 0.65 0.2228
H 9.104377 -1.464330 -1.757043 -0.54 -0.24 1.20 0.2972
C -1.304166 -2.714249 -5.018040 0.04 0.17 -0.14 -0.4424
O -2.637838 -2.450150 -5.485413 0.72 -0.88 -0.64 -0.3034
C -2.824858 -3.094181 -6.779253 0.07 1.26 0.45 -0.5303
C -3.622699 -2.187682 -7.703022 1.73 -0.29 -1.26 -0.9197
N -2.983422 -0.885792 -7.853998 -0.68 -1.13 -0.88 -0.1598
C -3.712273 -0.001811 -8.723546 0.16 1.15 -1.46 -0.6157
C -2.787875 1.164752 -9.015271 0.13 0.11 0.91 -0.7687
O -2.434044 1.763863 -7.761764 -0.71 -1.22 -0.53 -0.2055
C -1.618470 2.868407 -7.948956 -0.47 0.34 0.01 -0.7896
H -1.256835 -2.542161 -3.954836 -0.35 0.05 0.48 -0.3770
H -0.547902 -2.014492 -5.434149 -0.51 -0.41 -0.29 0.4044
H -1.002635 -3.762914 -5.187484 -0.15 0.37 -0.05 0.5745
H -3.327251 -4.052499 -6.683452 -0.05 -0.25 0.27 0.3214
H -1.836139 -3.242599 -7.216066 -0.04 -0.06 -0.13 0.4130
H -4.660072 -2.133734 -7.475246 -1.12 0.01 0.52 0.3887
H -3.517800 -2.635221 -8.715075 -0.42 -0.11 0.47 0.4120
H -2.964234 -0.421615 -6.988459 0.44 0.52 1.51 0.1322
H -4.626828 0.460651 -8.292338 0.08 -0.61 -0.08 0.3317
H -3.953635 -0.415677 -9.749193 0.11 -0.11 1.27 0.3533
H -3.271948 1.914973 -9.622702 -0.37 0.38 -0.39 0.5115
H -1.903141 0.820355 -9.553742 0.25 -0.09 0.10 0.3679
H -0.650528 2.571472 -8.328703 0.65 0.00 0.19 0.3109
H -1.591325 3.381240 -6.981892 0.38 0.10 -0.39 0.1592
H -2.078065 3.472189 -8.734242 0.07 0.66 0.10 0.3915
C -3.003250 -5.085384 -1.388801 -0.03 -0.37 0.05 -0.2691
O -3.551778 -4.513133 -0.227482 0.11 1.23 -0.23 -0.3964
C -4.119499 -3.223377 -0.478635 -0.17 -0.50 -0.16 -0.1712
C -4.291226 -2.524103 0.864971 -0.24 -0.48 0.80 0.0998
N -5.050266 -1.283883 0.864125 -0.04 -0.25 0.39 0.1362
C -4.574758 -0.194021 0.001625 -0.64 0.30 1.00 -0.1060
C -5.205114 1.142906 0.497971 1.49 -1.52 -0.22 -0.2574
O -4.519492 2.107622 -0.261044 -0.56 1.01 0.15 -0.1316
C -5.072530 3.391754 0.011010 -0.84 -0.26 0.47 -0.6756
H -2.479434 -5.942069 -1.026742 0.23 -0.88 -0.05 -0.0714
H -2.267638 -4.525472 -1.965548 0.05 0.79 0.32 0.0892
H -3.770397 -5.365517 -2.099043 -0.38 -0.24 -0.15 0.4983
H -5.119775 -3.376765 -0.984100 0.77 0.39 0.44 0.2960
H -3.464885 -2.668389 -1.166506 -0.12 0.03 0.06 0.1410
H -3.402323 -2.334438 1.471285 0.71 -0.03 -1.00 -1.0782
H -4.753767 -3.277184 1.525557 -0.50 0.35 -0.25 0.4230
H -6.043773 -1.493871 0.807728 0.21 0.40 -0.51 0.3834
H -4.793506 -0.347438 -1.049833 -0.34 0.07 -0.35 0.5735
H -3.488195 -0.064800 0.027572 -0.04 -0.36 0.50 -0.4909
H -4.992032 1.298664 1.601371 -0.46 -0.24 -1.03 -0.2054
H -6.280106 1.068145 0.280836 -0.02 0.56 0.21 0.5319
H -5.126975 3.516194 1.143464 -0.05 0.23 -1.38 0.1684
H -6.090563 3.443912 -0.459021 0.54 0.04 0.69 0.3280
H -4.494844 4.183855 -0.464139 0.34 -0.23 0.20 0.2039
C 0.946133 -4.862845 -2.910631 1.44 -1.74 -0.70 -0.0468
O 1.432142 -4.239667 -1.753543 -1.35 1.92 0.02 -0.6071
C 0.894163 -2.839791 -1.836460 -0.04 -2.20 2.07 0.9156
C 1.122654 -2.159502 -0.454113 -0.39 0.56 -1.64 -0.8813
N 0.235280 -0.998357 -0.311846 0.21 -0.25 -1.35 1.4526
C 0.464820 0.101072 0.562199 0.86 1.02 1.06 0.4731
C 0.162386 -0.158699 2.034669 -0.81 -0.92 0.92 -0.4230
O -1.241477 -0.363223 2.291044 0.02 0.62 -0.13 0.8976
C -1.957200 0.874529 2.337234 -0.17 -0.43 0.30 0.0627
H 1.274288 -5.915590 -2.874733 -0.08 0.33 0.03 0.4804
H 1.427977 -4.446166 -3.817342 -0.69 0.06 0.24 -0.1700
H -0.127742 -4.911187 -3.003933 -0.53 0.44 0.07 -0.2761
H -0.158926 -2.922028 -2.109968 -0.29 0.04 0.40 -0.4463
H 1.367581 -2.440620 -2.686689 0.88 1.29 -0.81 0.3505
H 2.152404 -1.871375 -0.485058 0.77 0.67 0.31 0.2389
H 1.025021 -2.891116 0.315649 -0.19 -0.67 0.49 -0.2058
H -0.722409 -1.282154 -0.366646 -0.45 0.01 0.14 0.1773
H -0.087316 1.033794 0.318480 -0.19 -0.74 -0.38 -0.2541
H 1.508865 0.470747 0.489884 -0.19 -0.56 -0.04 -0.8000
H 0.478849 0.662342 2.699534 0.20 -0.04 -0.28 0.5140
H 0.569095 -1.115846 2.435854 0.41 0.67 -0.69 -0.6771
H -2.970218 0.651891 2.720946 0.47 0.10 -0.16 -0.8049
H -2.029016 1.302350 1.338077 -0.09 0.25 0.01 0.1703
H -1.460695 1.608305 3.008604 -0.26 -0.67 -0.28 0.0401
C -5.293941 3.438362 9.588904 -0.18 -0.52 0.98 -0.6915
O -5.934624 4.436427 8.852469 0.29 0.19 -0.18 -0.4102
C -7.110465 3.953078 8.204618 -0.21 1.09 1.21 -0.6987
C -6.779737 3.209011 6.970582 -1.88 -2.85 -0.47 -0.1531
N -5.981565 3.870988 6.033511 0.16 0.69 -1.63 -0.3183
C -5.398321 2.995948 4.998555 0.25 0.30 1.28 -0.9832
C -4.166245 2.238673 5.524586 -1.68 -0.10 0.98 1.1777
O -3.183528 3.241605 5.649910 0.39 -0.09 -0.11 -0.4911
C -2.085342 2.840212 6.458190 -0.55 -0.65 -1.08 -0.2237
H -5.686930 3.362391 10.627282 -0.01 0.08 -0.48 0.2954
H -4.235730 3.608157 9.675839 0.49 0.54 -0.10 0.2963
H -5.380115 2.458875 9.132280 -0.18 -0.32 -0.17 0.2676
H -7.692164 4.856084 7.999071 -0.05 -0.15 -0.07 0.3271
H -7.650101 3.335614 8.952728 -0.07 0.10 -0.66 0.3746
H -7.759430 2.861101 6.470173 1.16 0.54 0.71 0.2413
H -6.305218 2.261124 7.289708 -0.15 -0.13 0.03 0.0716
H -5.257176 4.357183 6.489231 1.02 0.83 0.62 0.3563
H -4.983162 3.640289 4.221897 -0.63 -0.19 -0.48 0.3769
H -6.229555 2.342568 4.749976 0.31 -0.25 -0.84 0.3379
H -3.936741 1.352345 4.911255 0.49 0.45 -0.05 -0.3448
H -4.464733 1.847243 6.538134 0.51 0.15 -0.56 -0.1296
H -1.825966 1.824792 6.125136 0.51 0.18 0.28 -0.1243
H -2.388406 2.801108 7.497818 0.10 0.11 0.44 0.1820
H -1.273037 3.539314 6.274542 0.03 -0.02 0.20 0.3073
C -1.737077 1.218759 -3.362237 3.20 -1.02 -0.05 -0.3192
O -0.764098 1.256311 -4.443195 0.05 -0.09 0.29 -0.4465
C 0.417249 0.488778 -4.160486 -0.28 -1.00 -0.50 -0.1517
C 1.588849 1.319475 -3.616374 -0.29 -0.56 -0.57 -0.5524
N 2.494138 0.442234 -2.853311 0.70 0.83 -1.26 1.4756
C 3.874614 0.939424 -2.738079 -0.61 0.81 0.14 -0.4616
C 4.055447 2.283108 -1.976911 -0.08 0.15 -0.53 0.3191
O 4.398448 3.342560 -2.885102 -0.50 -0.33 0.88 -0.5765
C 4.291342 4.602829 -2.207438 -0.73 -1.04 -0.59 -0.7283
H -2.220399 0.261766 -3.401448 -0.74 -0.42 0.04 0.2501
H -2.379256 2.050200 -3.410113 -0.82 0.90 -0.26 0.4731
H -1.117906 1.241370 -2.447804 -0.66 0.19 0.17 -0.1826
H 0.674154 -0.116083 -5.093305 -0.12 1.05 1.01 0.3014
H 0.253513 -0.274540 -3.384215 -0.48 0.07 -0.08 -0.1749
H 1.128708 2.171864 -3.103297 0.33 0.06 0.36 0.0765
H 2.138064 1.704162 -4.467349 0.28 0.31 -0.04 0.4724
H 2.181642 0.316714 -1.929303 -0.98 -0.33 1.29 -1.0100
H 4.243892 1.088415 -3.765248 0.31 -0.25 0.46 0.7605
H 4.427578 0.194875 -2.162008 0.19 -0.16 -0.46 -0.6937
H 4.822459 2.165923 -1.201772 0.28 0.13 -0.12 0.5075
H 3.155249 2.587905 -1.423635 -0.25 -0.28 -0.16 -0.4265
H 4.775490 4.516533 -1.245848 0.50 0.42 0.35 0.2584
H 3.240591 4.905368 -2.030568 0.21 -0.28 -0.13 0.1869
H 4.737486 5.284066 -2.900711 0.46 0.77 0.03 0.4700
C -0.985485 -8.073607 -0.013456 -0.39 0.71 1.14 -1.2482
C 0.232297 -7.165856 0.228182 -0.32 -1.26 -0.65 0.8835
O 1.155795 -7.299022 -0.859355 0.51 1.12 0.58 -0.5865
H -0.873096 -9.133399 0.259303 0.26 0.39 -0.15 0.3821
H -1.332174 -8.005406 -1.048575 0.04 0.08 0.15 0.1741
H -1.759808 -7.626407 0.673669 0.33 -0.72 -0.78 0.2818
H 0.736073 -7.423204 1.145045 0.14 -0.30 0.57 0.3338
H -0.140616 -6.168088 0.382272 0.12 0.72 -0.43 -0.4380
H 1.829903 -6.593586 -0.706035 -0.69 -0.75 -0.39 0.2771
C -4.074654 -1.553917 4.064950 0.26 -1.16 0.54 0.8369
O -5.067899 -0.621227 3.896901 -1.09 1.65 0.03 -0.6643
H -3.484809 -1.407808 4.961428 -0.38 0.57 0.07 -0.9459
H -4.531924 -2.528581 4.153054 0.05 -0.78 -0.03 0.4704
H -3.373645 -1.557993 3.268497 0.76 -0.03 -0.88 -0.1691
H -5.374925 -0.654661 2.976576 0.30 -0.14 0.02 0.4226
C -3.340536 -6.761369 -4.495874 -2.17 -1.24 -0.14 -0.8296
O -2.074072 -6.278446 -4.185089 0.64 -0.48 0.53 -0.2254
H -3.395474 -7.072788 -5.567408 -0.06 0.10 0.66 0.2727
H -3.699875 -7.667676 -3.844077 0.81 1.57 -1.01 0.3354
H -4.085421 -5.957405 -4.344367 0.41 -0.33 -0.09 0.2531
H -1.563837 -7.079071 -4.011482 0.43 0.41 0.03 0.2291
C -0.973699 -3.812802 1.818225 0.39 0.78 -0.23 -0.1599
O 0.389929 -4.146068 1.949134 0.47 -0.60 0.56 -0.4741
H -1.509863 -3.783680 2.763822 -0.06 0.07 0.23 0.3569
H -1.020846 -2.840394 1.322082 -0.49 0.15 0.14 -0.3053
H -1.453534 -4.527571 1.176384 -0.15 -0.44 -0.25 0.3167
H 0.817230 -3.620744 2.644654 -0.16 -0.02 -0.13 -0.0877
```
Positions in Å, forces in eV/Å.

HOMO = -8.35 eV
HOMO-LUMO gap = 8.8 eV
total energy = -4487.21353 a.u.
LUMO level = 0.50 eV